(1)
Here is one molecule with the formula C4H7NO2 from the Open Molecules 2025 dataset. Energies are from the ωB97M-V functional and the def2-TZVPD basis.

Computed properties:
Structure (SMILES)   NC(=O)C[C@H]1CO1
Net charge   0
Orbital gap   10.862 eV
Electronic energy   -361.80130 a.u.
Relative energy (zero: lowest compared OMol25 entry of this formula, charge and spin)   208.9 kJ/mol
Lowest unoccupied orbital energy   0.9 eV
HOMO energy   -9.990 eV

```
14
Properties=species:S:1:pos:R:3:forces:R:3:nbo_charge:R:1
C -0.62613 0.14085 0.31903 -0.2 -0.5 -0.2 -0.589
H 1.38754 -0.35999 2.91755 -0.1 0.1 -0.1 0.401
H -0.93554 -0.87715 -0.06898 0.2 0.2 2.3 0.304
H 0.41441 0.20204 -3.00714 0.3 0.2 -0.1 0.188
H 1.07284 -0.70262 -1.53337 -0.2 -0.1 -0.2 0.215
C -0.64851 0.56357 -1.12193 -0.3 -0.3 -0.4 0.046
N 0.56843 -0.03008 2.42621 0.0 -0.1 0.0 -0.824
H -1.19051 1.44392 -1.45335 0.2 0.0 0.1 0.206
H -0.32464 -0.24718 2.84057 0.1 0.1 -0.1 0.389
O -1.06133 -0.65794 -1.84148 -0.2 0.6 -0.7 -0.518
O 1.79173 0.00744 0.52979 -0.4 0.2 0.2 -0.619
C 0.25489 -0.15942 -2.00214 0.4 0.1 -0.4 -0.108
H -1.40046 0.62100 0.93146 0.1 -0.3 -0.2 0.225
C 0.69727 0.05558 1.06378 0.2 -0.2 -0.1 0.683
```
Positions in Å, forces in eV/Å.

=====

(2)
Here is one molecule with the formula C4H7NO2 from the Open Molecules 2025 dataset. Energies are from the ωB97M-V functional and the def2-TZVPD basis.

Computed properties:
Structure (SMILES)   CN(C=O)CC=O
Net charge   0
Orbital gap   9.532 eV
Electronic energy   -361.76498 a.u.
Relative energy (zero: lowest compared OMol25 entry of this formula, charge and spin)   304.2 kJ/mol
Lowest unoccupied orbital energy   0.4 eV
HOMO energy   -9.154 eV

```
14
Properties=species:S:1:pos:R:3:forces:R:3:nbo_charge:R:1
O 1.16347 0.28420 2.16109 -5.6 -0.3 0.0 -0.493
C -0.80183 -0.01186 0.73965 -0.1 3.0 -2.2 -0.313
C 0.49039 -1.32783 -0.78041 2.3 0.6 2.4 0.516
H 0.58318 -1.67283 -1.83271 -0.2 0.4 0.3 0.135
N 0.02073 -0.04836 -0.49894 -0.5 -3.9 0.4 -0.451
H -1.49613 -0.85370 0.64144 -0.1 0.3 0.5 0.227
O 0.96726 -1.95760 0.17367 -1.6 -0.4 -2.0 -0.579
H 0.51599 0.75889 -2.32736 0.9 -0.9 -2.4 0.214
H -0.48786 -0.61468 2.88127 -0.8 0.3 0.7 0.147
C 0.22204 1.01145 -1.38445 -2.3 4.6 3.3 -0.390
H -1.29225 0.99472 0.42808 -0.2 -1.5 1.7 0.229
H 0.92557 1.70879 -0.86990 0.2 -0.4 -0.9 0.204
C -0.09173 0.00546 2.09353 6.6 -0.3 -1.6 0.381
H -0.71884 1.72335 -1.42495 1.3 -1.5 -0.4 0.173
```
Positions in Å, forces in eV/Å.

=====

(3)
Here is one molecule with the formula C4H7NO2 from the Open Molecules 2025 dataset. Energies are from the ωB97M-V functional and the def2-TZVPD basis.

Computed properties:
Structure (SMILES)   CN1[C@H](C=O)[C@@H]1O
Net charge   0
Orbital gap   9.957 eV
Electronic energy   -361.75858 a.u.
Relative energy (zero: lowest compared OMol25 entry of this formula, charge and spin)   321.0 kJ/mol
Lowest unoccupied orbital energy   0.6 eV
HOMO energy   -9.347 eV

```
14
Properties=species:S:1:pos:R:3:forces:R:3:nbo_charge:R:1
O 0.59322 1.53014 -2.46234 -0.7 0.6 -1.0 -0.520
C 1.13364 0.66165 -1.85846 2.5 -0.8 1.7 0.445
H -1.15353 0.61746 -2.33241 0.3 1.2 -1.0 0.490
H 0.83178 0.73427 1.64318 0.0 0.0 0.6 0.202
N -0.35937 0.59483 0.10345 -2.2 0.9 -2.9 -0.401
H 2.26638 0.44417 -1.94981 -1.2 0.2 -0.5 0.104
O -1.76349 0.03322 -1.90118 0.4 -1.0 2.0 -0.683
C -0.15209 0.31024 1.43382 1.3 -1.9 1.8 -0.397
C 0.53042 -0.10330 -0.73483 -1.6 -0.2 -2.8 -0.261
H -1.43377 -1.36119 -0.26393 1.2 2.3 -1.4 0.186
C -1.00306 -0.37533 -0.79895 -0.2 -1.0 1.6 0.268
H 1.07279 -0.94195 -0.42998 1.1 -1.0 1.0 0.201
H -0.88201 0.71859 2.11454 -0.4 -0.1 0.1 0.214
H -0.02317 -0.81397 1.49502 -0.3 0.8 0.9 0.153
```
Positions in Å, forces in eV/Å.

=====

(4)
Here is a 2-piece molecular cluster, C4H7NO2 overall from the Open Molecules 2025 dataset. Energies are from the ωB97M-V functional and the def2-TZVPD basis.

Computed properties:
Net charge   0
Orbital gap (spin up / spin down)   7.335 / 9.773 eV
Electronic energy   -361.62549 a.u.
Relative energy (zero: lowest compared OMol25 entry of this formula, charge and spin)   670.5 kJ/mol
Lowest unoccupied orbital energy (spin up / spin down)   -1.1 / -0.7 eV
HOMO energy (spin up / spin down)   -8.413 / -10.505 eV

```
14
Properties=species:S:1:pos:R:3:forces:R:3:nbo_charge:R:1
C 0.44849 1.60959 0.06906 -0.6 -0.8 0.7 0.205
N 1.03644 2.56759 0.21707 1.6 2.4 0.1 -0.274
H -0.24722 0.15998 2.18206 -0.3 0.4 0.8 0.239
H 0.14903 -1.15267 1.08737 -0.7 0.6 0.6 0.285
H -0.49792 -0.40709 -1.80143 0.1 0.3 -0.3 0.274
C -0.37241 0.50878 0.07245 0.2 -2.0 -0.1 0.140
O 1.81132 -1.59769 0.05145 2.7 2.3 0.0 -0.401
O 1.34152 -0.74252 -0.92993 0.0 -0.4 1.4 -0.281
H -1.96400 -0.25777 -1.05768 -2.5 -0.9 0.6 0.220
H 2.70675 -1.10892 0.35857 -2.7 -1.7 -0.8 0.467
H -1.51673 -0.75603 1.25697 -2.2 -0.7 0.4 0.231
C -1.08820 0.25994 -1.17222 1.4 0.3 -0.7 -0.663
H -1.21194 1.21509 -1.62039 -0.5 0.6 -1.0 0.230
C -0.59514 -0.29827 1.28664 3.4 -0.5 -1.6 -0.672
```
Positions in Å, forces in eV/Å.

=====

(5)
Here is one molecule with the formula C4H7NO2 from the Open Molecules 2025 dataset. Energies are from the ωB97M-V functional and the def2-TZVPD basis.

Computed properties:
Net charge   0
Orbital gap   8.659 eV
Electronic energy   -361.68585 a.u.
Relative energy (zero: lowest compared OMol25 entry of this formula, charge and spin)   512.0 kJ/mol
Lowest unoccupied orbital energy   0.7 eV
HOMO energy   -7.924 eV

```
14
Properties=species:S:1:pos:R:3:forces:R:3:nbo_charge:R:1
H -1.37697 1.17038 -0.58535 0.1 -0.3 -0.1 0.214
H 1.00744 -1.80264 -0.15868 -0.3 0.2 0.1 0.232
C -1.71086 0.12806 -0.61334 0.0 -0.1 -0.4 -0.249
C 1.32276 0.32152 0.13813 0.2 0.0 -0.1 0.527
N 2.45568 0.69875 -0.27496 -0.4 0.0 0.2 -0.696
H -2.65000 0.06031 -0.06367 0.3 -0.1 -0.2 0.232
C -0.62830 0.18771 1.48540 0.3 -0.1 0.4 -0.018
H -1.79726 -0.25853 -1.62654 0.0 0.0 -0.1 0.182
C 0.57038 -0.84482 -0.46509 -0.2 0.1 0.0 -0.158
H 0.53620 -0.80970 -1.55507 -0.1 0.1 0.2 0.227
H -0.30284 -0.61975 2.15968 0.3 -0.1 -0.1 0.097
O 0.57281 0.88330 1.09509 0.1 0.1 0.1 -0.539
O -0.76380 -0.72813 0.10142 -0.3 0.3 0.1 -0.406
H 2.76839 1.49804 0.27741 0.1 -0.1 -0.1 0.354
```
Positions in Å, forces in eV/Å.

=====

(6)
Here is one molecule with the formula C4H7NO2 from the Open Molecules 2025 dataset. Energies are from the ωB97M-V functional and the def2-TZVPD basis.

Computed properties:
Structure (SMILES)   C[C@H](O)CN=C=O
Net charge   0
Orbital gap   10.888 eV
Electronic energy   -361.84987 a.u.
Relative energy (zero: lowest compared OMol25 entry of this formula, charge and spin)   81.4 kJ/mol
Lowest unoccupied orbital energy   0.7 eV
HOMO energy   -10.236 eV

```
14
Properties=species:S:1:pos:R:3:forces:R:3:nbo_charge:R:1
H -0.80328 1.74607 0.47528 0.1 -0.1 -0.1 0.215
H -0.83405 -1.24553 1.03932 0.0 0.0 -0.1 0.219
H -2.24780 -0.38576 0.39407 0.1 -0.1 -0.1 0.212
H -1.62894 -1.82455 -0.43776 0.1 0.1 0.0 0.225
O 0.70395 -0.78733 -1.11031 0.1 0.1 -0.1 -0.709
H -0.99014 0.29514 -1.60925 0.1 0.0 0.1 0.166
O 2.72234 -0.72313 1.39841 -0.6 0.5 -0.1 -0.512
C 0.04261 1.20156 0.04513 -0.2 0.1 -0.3 -0.236
H 0.54036 1.88983 -0.65517 -0.1 -0.1 0.1 0.193
N 0.95978 0.85811 1.09898 1.0 -0.8 0.4 -0.570
H 1.35559 -0.15777 -1.45196 -0.1 -0.3 -0.1 0.466
C 1.83628 0.01374 1.17620 -0.2 0.4 0.1 0.873
C -1.33742 -0.93045 0.12023 0.0 0.0 0.0 -0.629
C -0.43504 -0.03924 -0.71785 -0.3 0.1 0.1 0.087
```
Positions in Å, forces in eV/Å.

=====

Repeat the second record exactly.
Here is one molecule with the formula C4H7NO2 from the Open Molecules 2025 dataset. Energies are from the ωB97M-V functional and the def2-TZVPD basis.

Computed properties:
Structure (SMILES)   CN(C=O)CC=O
Net charge   0
Orbital gap   9.532 eV
Electronic energy   -361.76498 a.u.
Relative energy (zero: lowest compared OMol25 entry of this formula, charge and spin)   304.2 kJ/mol
Lowest unoccupied orbital energy   0.4 eV
HOMO energy   -9.154 eV

```
14
Properties=species:S:1:pos:R:3:forces:R:3:nbo_charge:R:1
O 1.16347 0.28420 2.16109 -5.6 -0.3 0.0 -0.493
C -0.80183 -0.01186 0.73965 -0.1 3.0 -2.2 -0.313
C 0.49039 -1.32783 -0.78041 2.3 0.6 2.4 0.516
H 0.58318 -1.67283 -1.83271 -0.2 0.4 0.3 0.135
N 0.02073 -0.04836 -0.49894 -0.5 -3.9 0.4 -0.451
H -1.49613 -0.85370 0.64144 -0.1 0.3 0.5 0.227
O 0.96726 -1.95760 0.17367 -1.6 -0.4 -2.0 -0.579
H 0.51599 0.75889 -2.32736 0.9 -0.9 -2.4 0.214
H -0.48786 -0.61468 2.88127 -0.8 0.3 0.7 0.147
C 0.22204 1.01145 -1.38445 -2.3 4.6 3.3 -0.390
H -1.29225 0.99472 0.42808 -0.2 -1.5 1.7 0.229
H 0.92557 1.70879 -0.86990 0.2 -0.4 -0.9 0.204
C -0.09173 0.00546 2.09353 6.6 -0.3 -1.6 0.381
H -0.71884 1.72335 -1.42495 1.3 -1.5 -0.4 0.173
```
Positions in Å, forces in eV/Å.

=====

What is the electronic energy in the fourth record? -361.62549 a.u.

=====

Which formula does entry 3 have? C4H7NO2